1.
C4H6N2 | ωB97M-V/def2-TZVPD

The calculation puts the HOMO energy at -8.8 eV. The value obtained for the energy above the lowest of the compared OMol25 structures with the same formula, charge and spin is 70.5 kcal per mole. The lowest unoccupied orbital energy is 0.70 eV. Its SMILES is [H]/N=C/C(N)=C=C. As for the spin multiplicity: 1. The orbital gap comes out at 9.5 eV. The electronic energy is -265.4232 hartree.

Each line ends with the Mulliken charge.
Positions of all 12 atoms, in Å:
H 1.9633 2.3579 0.1446  0.24
N 1.6247 1.3953 0.1589  -0.58
C 0.3592 1.3708 0.0429  -0.17
C -0.3979 0.1088 0.0584  -0.13
N -1.8255 0.0396 0.1166  -0.59
C 0.2956 -1.0064 0.0359  0.54
C 0.8813 -2.1418 -0.1602  -0.72
H -0.2744 2.2647 -0.0011  0.36
H -2.2092 0.2667 -0.7961  0.26
H -2.2478 0.6599 0.7938  0.26
H 1.4985 -2.6617 0.5600  0.27
H 0.3659 -2.6354 -0.9615  0.26

=====

2.
C3H7PS2 | ωB97M-V/def2-TZVPD

The calculation puts the HOMO energy at -8.3 eV. The value obtained for the energy above the lowest of the compared OMol25 structures with the same formula, charge and spin is 38.1 kcal per mole. The lowest unoccupied orbital energy is -0.15 eV. Its SMILES is CPC(=S)CS. As for the spin multiplicity: 1. The orbital gap comes out at 8.2 eV. The electronic energy is -1256.1393 hartree.

Each line ends with the Mulliken charge.
Positions of all 13 atoms, in Å:
C 2.0567 0.3931 -0.2365  -0.92
P 0.2968 0.6261 -0.7083  0.13
C -0.2074 -0.9525 0.0617  0.23
S 0.5618 -2.3059 0.0759  -0.32
C -1.8701 -0.8253 0.6435  -0.82
S -2.8537 0.0123 -0.6044  -0.18
H 2.2401 0.6304 0.7136  0.35
H 2.5177 1.0886 -0.9654  0.29
H 2.1705 -0.7370 -0.4798  0.26
H -0.1972 1.1277 0.5184  0.03
H -1.8985 -0.4573 1.6481  0.40
H -2.2184 -1.8578 0.6033  0.39
H -2.5136 -1.0737 -1.4210  0.15